Record 1
C30H31NO6 | ωB97M-V/def2-TZVPD

Structure (XYZ):
```
68
Properties=species:S:1:pos:R:3:lowdin_charge:R:1
C -1.34508 2.77537 7.40112 -0.0405
C -0.88355 2.26713 6.07813 -0.2578
C -0.09201 1.12714 5.99991 -0.0269
C 0.39980 0.68544 4.79395 -0.0007
C 0.10951 1.37046 3.60122 -0.2046
C 0.68303 0.95073 2.35929 0.0593
C 0.41680 1.54821 1.14414 -0.0581
C 1.07838 1.27693 -0.03636 0.0622
C 0.79178 1.95170 -1.26758 -0.2061
C 1.73067 1.99850 -2.31377 0.0077
C 1.48009 2.73120 -3.45121 -0.0186
C 0.28630 3.42337 -3.61439 -0.2505
C 0.03634 4.21627 -4.84990 -0.0372
C -0.65695 3.36346 -2.59525 -0.0157
C -0.41470 2.64839 -1.44755 -0.0016
C -0.71717 2.50506 3.69125 0.0014
C -1.20029 2.93709 4.90216 -0.0219
H -1.91340 3.70141 7.29588 0.0804
H -1.98499 2.04600 7.90061 0.0915
H -0.49397 2.98216 8.05383 0.0910
H 0.13717 0.59357 6.90642 0.1192
H 1.02541 -0.18978 4.75688 0.1189
H 1.40454 0.15233 2.38287 0.1295
H -0.31601 2.33232 1.12415 0.0902
H 1.89439 0.57757 -0.01212 0.1292
H 2.66971 1.48425 -2.19951 0.1194
H 2.22009 2.78782 -4.23135 0.1204
H -0.95174 4.67705 -4.83186 0.0810
H 0.77371 5.01323 -4.95807 0.0905
H 0.09227 3.58196 -5.73541 0.0931
H -1.58583 3.89214 -2.71482 0.1170
H -1.16915 2.60048 -0.68221 0.1148
H -0.95058 3.06714 2.80559 0.1071
H -1.82771 3.81057 4.95272 0.1155
C 2.93346 -5.05483 1.04369 -0.0643
C 1.66759 -4.22650 1.11202 -0.2635
O 1.41696 -3.50912 -0.06969 -0.0157
C 0.25738 -2.78254 0.03932 -0.4259
C -0.15192 -1.94117 -1.08562 -0.0143
C 0.79404 -1.69365 -2.16821 -0.4455
O 0.42384 -1.25049 -3.24592 0.0314
O 2.10709 -2.01653 -1.94453 -0.0293
C 2.82588 -2.11137 -3.15077 -0.2580
C 3.87060 -3.19887 -3.05951 -0.0636
C -1.49805 -1.46733 -1.19234 -0.1445
C -1.88665 -0.58130 -2.21548 -0.0195
C -3.19841 -0.24171 -2.40696 -0.0084
C -4.18319 -0.76633 -1.58882 -0.1770
N -5.58610 -0.50814 -1.87480 -0.3399
O -6.44176 -1.10215 -1.20531 0.0390
O -5.86629 0.28908 -2.78031 0.0339
C -3.82717 -1.58733 -0.53332 -0.0051
C -2.51577 -1.92546 -0.33313 -0.0042
O -0.44295 -2.86449 1.03775 0.0294
H 3.15311 -5.53457 2.00009 0.0749
H 2.84618 -5.83217 0.28353 0.0751
H 3.78566 -4.43114 0.77059 0.0723
H 0.78499 -4.85275 1.29650 0.1260
H 1.71602 -3.48284 1.91803 0.1198
H 2.10377 -2.32336 -3.95242 0.1220
H 3.26324 -1.12526 -3.34883 0.1174
H 4.40945 -3.33225 -3.99876 0.0750
H 4.58847 -2.96590 -2.27336 0.0714
H 3.40223 -4.14608 -2.78703 0.0794
H -1.12879 -0.19039 -2.87228 0.0922
H -3.49343 0.40881 -3.21294 0.1121
H -4.60630 -1.96279 0.10918 0.1138
H -2.25004 -2.57577 0.48087 0.0946
```

Properties
Highest occupied orbital energy, eV: -6.466
Kohn-Sham gap, eV: 3.55
Energy relative to the best compared isomer or geometry (same formula, charge and spin), kcal per mole: 87.0
Total charge: 0

Record 2
C30H31O10P | ωB97M-V/def2-TZVPD

Structure (XYZ):
```
72
Properties=species:S:1:pos:R:3:lowdin_charge:R:1
C 4.47253 1.02652 -2.23967 -0.1307
C 2.98655 0.84792 -1.69191 -0.2492
C 2.08879 1.88403 -2.46034 -0.2993
C 0.60218 1.91541 -1.90483 -0.4672
C 0.12698 3.43778 -1.95788 -0.1550
P -0.43775 0.76670 -3.05644 0.4480
C -1.08732 -0.33504 -1.60231 -0.7826
O -1.40146 0.08324 -0.46482 -0.1301
O -1.23466 -1.60264 -1.85440 -0.2054
H 5.19985 0.93397 -1.40452 0.0331
H 4.55290 2.01027 -2.75088 0.0529
H 4.68726 0.19852 -2.94930 0.0547
H 2.63145 -0.16823 -1.97536 0.0928
H 2.94880 1.01386 -0.58381 0.0692
H 2.06851 1.53596 -3.52748 0.0683
H 2.54537 2.90389 -2.44660 0.0799
H 0.65838 1.59472 -0.84306 0.0863
H 1.00651 4.09945 -1.74036 0.0452
H -0.61057 3.67109 -1.15272 0.0569
H -0.30170 3.64107 -2.96559 0.0366
H 0.73019 -0.12611 -3.18517 -0.0192
H -1.13739 -0.10210 -4.00222 -0.0682
H -1.58982 1.63123 -2.99077 -0.0321
H 0.02862 1.56042 -4.22243 -0.0410
C 5.83210 1.28511 4.00892 -0.0023
C 5.72532 1.04359 2.70211 0.0158
C 4.46307 1.30747 1.97301 -0.3612
O 4.36100 1.08700 0.78360 0.0837
C 3.32675 1.84988 2.75209 0.0306
C 3.43649 2.09038 4.06026 0.0059
C 4.69572 1.82778 4.78712 -0.4105
O 4.79880 2.04902 5.98321 0.0544
H 6.74645 1.09808 4.55873 0.1100
H 6.54644 0.64734 2.11751 0.1163
H 2.41125 2.03599 2.20328 0.1247
H 2.61559 2.48557 4.64507 0.1173
C -3.90482 5.24332 -1.83843 0.0225
C -4.36693 6.47937 -2.04702 -0.0106
C -4.06627 7.21149 -3.29385 -0.4208
O -4.48841 8.34483 -3.48339 0.0341
C -3.23610 6.52298 -4.30198 -0.0094
C -2.77302 5.28642 -4.09604 0.0234
C -3.07348 4.55129 -2.84823 -0.3916
O -2.65529 3.42838 -2.66202 0.0705
H -4.11460 4.69234 -0.93009 0.1212
H -4.97776 6.99893 -1.31869 0.1071
H -3.02620 7.07477 -5.21006 0.1077
H -2.16218 4.76734 -4.82448 0.1228
C 1.07361 -1.93891 3.79729 0.0122
C 0.90333 -3.23184 4.05619 -0.0008
C 0.09283 -4.09370 3.16339 -0.3929
O -0.06038 -5.28154 3.40903 0.0498
C -0.51778 -3.46693 1.97552 0.0230
C -0.35170 -2.16915 1.70805 0.0677
C 0.46037 -1.30330 2.60160 -0.3643
O 0.62549 -0.12416 2.37615 0.1175
H 1.66223 -1.29330 4.43882 0.1111
H 1.34368 -3.71174 4.92246 0.1091
H -1.10439 -4.11501 1.33758 0.1017
H -0.79871 -1.68922 0.83040 0.1051
C -2.95306 -6.68262 2.20955 0.0238
C -3.12080 -7.97969 2.47299 0.0063
C -3.92819 -8.84539 1.58805 -0.4115
O -4.08394 -10.03187 1.82955 0.0527
C -4.54220 -8.21837 0.39723 -0.0030
C -4.37605 -6.92178 0.13171 0.0163
C -3.56746 -6.05397 1.01810 -0.3877
O -3.41458 -4.87433 0.77693 0.1124
H -2.36460 -6.03419 2.84711 0.1004
H -2.67786 -8.45495 3.33925 0.1148
H -5.12935 -8.86809 -0.23992 0.1108
H -4.81864 -6.44655 -0.73480 0.1204
```

Properties
Highest occupied orbital energy, eV: 0.327
Kohn-Sham gap, eV: 1.66
Total charge: -2

Record 3
C30H32AsEuN11S2 | ωB97M-V/def2-TZVPD

Structure (XYZ):
```
77
Properties=species:S:1:pos:R:3:lowdin_charge:R:1
Eu -0.14578 0.81927 0.55244 1.3261
C 0.79452 -5.55352 2.16145 -0.0709
C 0.59824 -4.39427 1.23895 -0.2936
C 1.60712 -3.90643 0.35374 -0.0303
C 1.28967 -2.80612 -0.45338 -0.0261
C -0.00116 -2.18248 -0.45883 -0.3021
N -0.20740 -1.03127 -1.19037 -0.0898
C -0.17541 -1.15539 -2.53273 -0.2312
C -0.41948 -2.44496 -3.14877 -0.0271
C -0.32025 -2.67503 -4.46889 -0.0771
C 0.04914 -1.64278 -5.34997 -0.3076
C 0.17109 -2.05178 -6.78337 -0.0837
C 0.18152 -0.34222 -4.84228 0.0118
C 0.07750 -0.08129 -3.44298 -0.1342
N 0.25326 1.25257 -2.94504 -0.0340
C 1.23114 1.99810 -3.41871 0.0316
C 2.02960 3.02595 -2.62930 -0.1939
C 0.47760 3.35998 -0.78736 -0.0849
N -0.57118 1.55283 -1.83190 -0.0377
C -0.99972 -2.67234 0.48491 -0.1593
C -0.65222 -3.77491 1.27390 -0.0166
N -2.23412 -1.99561 0.67862 -0.0781
C -3.49120 -2.56114 0.86779 -0.0348
C -4.33869 -1.49603 1.18906 -0.0785
C -3.58324 -0.30019 1.15408 -0.1130
N -2.27290 -0.59678 0.80909 -0.0202
H 1.63835 -6.14595 1.77470 0.0769
H -0.15606 -6.13487 2.30736 0.0941
H 1.12949 -5.16801 3.12144 0.0734
H 2.59903 -4.38339 0.32871 0.1110
H 2.04560 -2.40171 -1.11908 0.1114
H -0.76981 -3.23963 -2.51896 0.1052
H -0.46244 -3.70892 -4.93095 0.1391
H 0.93365 -2.84776 -6.86416 0.0813
H 0.42937 -1.20119 -7.44275 0.0763
H -0.80011 -2.42826 -7.16071 0.0823
H 0.41631 0.50820 -5.47141 0.1017
H 1.70467 1.62352 -4.36191 0.1419
H 3.10354 2.84470 -2.86738 0.1439
H 0.19079 3.74445 0.20044 0.0995
H -1.36789 -4.03301 2.05505 0.1181
H -3.64436 -3.62808 0.80720 0.1180
H -5.40401 -1.56361 1.38721 0.0914
H -3.94782 0.69231 1.33620 0.0855
N 4.44218 2.16599 0.91144 0.0162
C 3.37352 1.83934 1.64438 -0.1611
N 2.25254 2.11871 0.97277 0.0458
C 2.74227 2.73875 -0.17619 -0.3355
N 4.07014 2.76586 -0.25030 0.1222
C 1.79746 3.14867 -1.15035 -0.1481
C 1.71663 4.42891 -3.23230 -0.1035
N 0.56076 4.90889 -3.38900 0.0377
C -0.76024 4.83060 -3.19471 -0.1380
C -1.39090 3.79701 -2.48713 -0.0217
N -0.58473 2.97976 -1.69145 -0.1767
H 5.44034 2.03501 1.11016 0.1682
H 3.32825 1.28841 2.55572 0.0910
H 2.54162 5.04993 -3.57905 0.1063
H -1.33059 5.56407 -3.78122 0.0960
H -2.43704 3.52999 -2.67322 0.1123
S -3.38322 3.51842 3.44909 0.4699
C -2.43818 3.00748 2.24160 -1.0298
N -1.84339 2.55492 1.30540 -0.0906
C 0.38499 -0.71929 6.39727 -0.2716
As -0.20068 0.32873 4.86345 0.7669
C 0.49783 2.12732 5.17917 -0.2437
C -2.16115 0.26710 4.81494 -0.2486
S 0.70126 -0.45931 2.99952 -0.0096
H 0.16443 -0.20409 7.34255 0.0393
H 1.44342 -0.95425 6.38928 0.0296
H -0.15128 -1.67950 6.31423 0.0372
H 0.64397 2.27164 6.26202 0.0383
H -0.27741 2.78603 4.76890 0.0229
H 1.44519 2.23626 4.64379 0.0211
H -2.45299 -0.78322 4.81009 0.0356
H -2.50328 0.80499 3.91679 -0.0210
H -2.61766 0.83396 5.65125 0.0471
```

Properties
2S+1: 8
Highest occupied orbital energy (alpha / beta), eV: -6.228 / -6.373
Kohn-Sham gap (alpha / beta), eV: 6.33 / 6.49
Energy relative to the best compared isomer or geometry (same formula, charge and spin), kcal per mole: 85.0
Total charge: 0